[1]
Molecular formula: C11H64NO20
Method: DFT, ωB97M-V with the def2-TZVPD basis set

The geometry in XYZ format:
```
96
Properties=species:S:1:pos:R:3:forces:R:3
C -2.34955 2.97035 2.21162 -5.907 -2.802 -2.270
C -2.39755 1.38435 2.37062 0.050 -0.593 3.934
C -1.18055 0.45835 2.04162 -1.691 2.082 -4.139
C -1.01155 0.24235 0.42262 -1.968 -5.042 5.302
N 0.19945 -0.44065 -0.00638 1.256 -1.080 1.456
C 0.02045 -0.76765 -1.40338 4.028 -3.719 -3.431
C -0.42455 -2.23965 -1.61538 -2.731 -1.978 -1.232
C -0.44455 -2.80765 -0.18738 8.317 1.460 -1.613
C 0.32145 -1.84265 0.71162 -0.124 0.786 -2.834
C 1.45345 0.36035 0.29162 1.684 0.393 2.096
C 1.55645 1.72035 -0.40038 -0.554 0.760 3.906
C 2.97245 2.29935 -0.38238 -0.721 -2.839 2.130
H -3.28455 3.39435 2.79762 2.009 -0.865 -1.032
H -2.61855 3.13035 1.09662 0.868 0.344 1.688
H -1.51055 3.44335 2.51562 2.809 1.293 0.799
H -3.35255 0.91235 2.14262 -0.071 0.420 -1.203
H -2.54355 1.13835 3.52062 0.699 0.912 -1.699
H -1.26055 -0.44765 2.53562 -0.375 -1.838 0.810
H -0.35055 0.96435 2.40362 1.868 0.846 0.605
H -1.12855 1.03735 -0.09538 -0.117 6.065 -3.033
H -1.88255 -0.32865 -0.00238 0.716 -0.176 0.865
H 0.98945 -0.86465 -1.98738 -0.481 1.255 1.209
H -0.64355 -0.28465 -2.02238 -1.420 2.446 -0.338
H -0.00855 -3.03265 -2.36238 0.692 2.139 1.205
H -1.50355 -2.19265 -2.15638 1.831 -0.209 1.965
H 0.03845 -3.73865 0.04462 -0.079 -0.445 -0.617
H -1.32355 -2.84665 0.05062 -9.477 -0.799 2.994
H 1.33645 -2.10265 0.67862 1.647 -0.121 -0.502
H 0.14545 -1.79565 1.73562 -1.242 0.370 1.541
H 2.39145 -0.23365 0.18562 -1.008 -0.135 -0.852
H 1.57945 0.51535 1.46862 -0.986 -0.215 -2.493
H 0.81445 2.35835 0.18362 1.034 -0.205 -0.754
H 1.29645 1.83635 -1.35938 -1.690 -0.777 -3.795
H 3.01845 2.64535 0.68962 1.775 -1.356 -0.648
H 2.98445 3.21635 -0.79838 -0.197 2.994 -2.235
H 3.63245 1.58735 -1.01438 -0.302 1.193 2.038
O -1.75455 -5.82465 -2.75238 -0.935 1.385 -4.046
H -1.48955 -5.12465 -3.47338 -0.759 -2.243 1.895
H -1.21455 -5.56665 -2.05538 1.555 0.486 2.488
O -0.40555 -5.73865 -0.15938 -1.166 -1.649 0.675
H -1.00555 -5.23265 0.43262 0.099 -0.573 -0.570
H -0.75855 -6.68265 -0.09138 0.770 1.848 -0.168
O 1.10345 -2.37365 4.03062 -4.170 -4.354 3.472
H 1.24245 -2.16365 4.94462 0.246 0.454 0.333
H 1.48945 -1.84765 3.42462 1.930 2.334 -2.544
O 5.70445 5.03135 -0.45338 1.529 0.353 -0.917
H 5.83745 5.45235 -1.33338 -0.413 -0.484 1.043
H 4.78245 4.93635 -0.29438 -1.127 0.106 -0.098
O 2.77245 -4.82265 -3.40938 -3.199 0.513 -2.420
H 2.11945 -4.20765 -4.05738 2.377 -3.073 2.717
H 2.29945 -5.71465 -3.21538 0.842 2.431 -0.777
O -3.30755 0.61335 -2.19138 4.088 1.091 -2.937
H -3.96555 0.48335 -1.59838 -3.094 -0.343 3.026
H -2.71355 1.34935 -1.90638 -0.882 -0.729 -0.023
O 5.45345 1.49235 1.94062 1.391 -3.009 -3.660
H 5.24245 2.16935 2.49862 -0.518 3.133 1.889
H 5.90445 1.81235 1.10562 -0.884 -0.160 1.813
O -0.47755 -4.16465 -4.53638 1.916 -1.806 1.109
H -0.52855 -4.54165 -5.39438 -0.066 -0.680 -1.302
H -0.93655 -3.37965 -4.57538 -1.671 2.873 -0.234
O -0.69955 5.39835 -0.62338 -2.724 -0.005 -1.513
H -0.84155 4.42535 -1.04638 -0.321 3.579 1.630
H -1.53355 6.07735 -0.77938 3.142 -3.201 0.335
O -5.93055 2.51435 0.42262 0.625 -1.431 3.517
H -5.64355 3.21935 1.03162 -0.361 -0.091 -1.457
H -6.07355 2.66235 -0.47138 -0.206 1.500 -2.099
O -2.77955 -4.22565 1.02662 0.990 0.707 2.586
H -2.37855 -3.93665 1.93262 -0.432 -0.859 -1.878
H -3.41355 -3.51465 0.94062 -0.569 0.060 -0.515
O 2.40645 -4.09765 -0.89538 0.112 0.622 0.889
H 1.44545 -4.01565 -0.96638 0.602 -0.410 -0.491
H 2.80845 -4.18965 -1.77638 -0.646 -0.125 -0.005
O 0.17245 2.36435 -3.64738 -3.135 -4.059 -0.350
H -0.26355 2.13935 -4.51138 0.669 0.508 1.160
H 0.69945 3.07435 -3.76838 2.763 3.834 -1.061
O -4.45555 4.51435 4.85062 -0.239 -2.250 2.909
H -3.76355 4.93235 4.43062 2.334 1.748 -1.480
H -5.25155 4.64235 4.41362 -2.058 0.583 -1.339
O -1.52055 -3.36565 3.47062 -3.990 -0.631 -1.652
H -0.67155 -3.20065 3.76262 3.105 0.305 1.511
H -2.06855 -3.92465 4.04262 0.861 0.337 0.161
O 4.77945 -0.55265 -2.84238 -2.793 -4.317 0.820
H 4.47645 -1.63565 -2.69438 1.504 4.760 -0.607
H 3.87645 -0.13065 -2.92038 1.342 -0.466 -0.238
O -1.49455 2.94035 -1.61438 -4.249 1.387 1.444
H -2.24855 3.55135 -1.96038 2.121 -1.642 0.619
H -0.79455 2.94135 -2.21638 1.606 -0.246 -2.340
O 2.41645 0.59735 -4.20238 0.403 -0.149 0.123
H 1.77645 1.18535 -3.78538 -0.366 -0.332 -0.096
H 1.99945 -0.25465 -4.38038 -0.117 0.323 0.033
O -1.87155 5.91535 4.69362 -8.246 2.079 0.024
H -1.90955 6.34735 5.49962 0.937 0.880 2.189
H -1.18055 5.55835 4.35062 7.254 -2.994 -2.297
O 2.65245 -1.23465 2.74262 -3.504 3.071 3.175
H 2.85145 -0.96365 3.70162 -1.097 -0.039 -1.575
H 3.50245 -1.36165 2.60362 6.682 -1.508 -2.714
```
Forces are in eV/Å.

Its spin multiplicity is 1. The calculated total energy is -54870.4481 eV. As for the total charge: +1. Its HOMO-LUMO gap is 9.66 eV. The energy above the lowest of the compared OMol25 structures with the same formula, charge and spin is 3.067 eV.

[2]
Molecular formula: C11H6N2O4RhS
Method: DFT, ωB97M-V with the def2-TZVPD basis set

The geometry in XYZ format:
```
25
Properties=species:S:1:pos:R:3:forces:R:3
O 1.33290 2.73995 -1.30358 -2.574 -3.589 0.156
C 0.81676 1.70104 -1.42867 7.144 12.294 0.259
Rh 0.40902 0.08271 -1.92576 0.184 0.143 -0.028
O 5.75367 -0.39423 -3.04824 0.798 -0.029 -0.195
C 4.66821 -0.37295 -2.80423 -0.917 0.044 0.222
C 0.00194 0.27984 -3.66196 -0.047 1.270 -11.059
O 0.12522 0.41861 -4.84335 -0.937 -0.915 7.064
C 0.30651 -1.61510 -1.61701 2.957 -14.733 -0.337
O 0.64316 -2.74850 -1.62791 -2.265 5.118 0.499
N -2.18336 1.59324 -1.55537 1.527 -0.775 2.868
C -1.76075 1.10556 -0.32237 -1.942 1.172 -1.547
N -0.57601 0.44081 -0.16898 -2.932 -0.243 3.392
C -0.34816 -0.03895 1.11955 -2.411 1.665 -2.213
C 0.71015 -0.82862 1.56781 0.685 -0.061 -0.690
C 0.65493 -1.37490 2.84049 -0.122 -0.385 1.114
C -0.41943 -1.12320 3.68335 -0.227 -0.051 0.450
C -1.49768 -0.32882 3.26006 -1.196 0.689 0.353
C -1.44946 0.24696 1.99120 -1.681 1.607 -1.663
S -2.77071 1.25943 1.21143 3.087 -1.970 0.074
H -3.10713 2.09391 -1.71900 1.368 -0.698 0.300
H -1.41189 1.54704 -2.30282 -1.820 0.171 0.855
H 1.55890 -1.01933 0.92735 0.176 -0.050 -0.091
H 1.44818 -2.01745 3.19583 0.199 -0.033 -0.044
H -0.49476 -1.51770 4.68838 0.311 -0.248 0.049
H -2.41020 -0.12933 3.84378 0.635 -0.394 0.212
```
Forces are in eV/Å.

Its spin multiplicity is 5. The calculated total energy is -36477.6974 eV. As for the total charge: +3. As for the expectation value of S²: 6.04. Its HOMO-LUMO gap (alpha / beta) is 6.44 / 3.63 eV.

[3]
Molecular formula: C11H7B2N2O10S
Method: DFT, ωB97M-V with the def2-TZVPD basis set

The geometry in XYZ format:
```
33
Properties=species:S:1:pos:R:3:forces:R:3
O -2.37096 1.12219 1.87350 0.167 0.184 -0.480
B -3.24413 1.15595 0.79663 -0.137 0.055 0.187
O -3.71499 2.38163 0.35345 0.035 -0.542 -0.558
C -3.74290 -0.19327 0.11477 0.163 0.061 0.749
C -3.09704 -1.39205 0.74270 -0.484 0.054 -0.009
C -3.61492 -2.07323 1.81584 0.558 0.199 -0.752
C -2.92684 -3.18421 2.37022 0.267 -0.346 0.023
C -1.73113 -3.62930 1.87896 -0.261 0.277 -0.045
C -1.16707 -2.92317 0.78539 0.244 -0.493 0.284
N 0.00813 -3.17695 0.18598 -0.006 0.042 -0.043
S 0.17369 -2.06733 -0.95542 0.142 0.047 -0.140
N -1.17941 -1.24095 -0.78355 0.016 0.064 -0.032
C -1.84420 -1.82189 0.22504 -0.326 0.224 0.143
H -1.44981 1.08236 1.59771 0.165 -0.169 0.272
H -2.98815 2.87941 -0.03577 -0.069 0.434 0.316
H -4.82517 -0.26982 0.18137 -0.226 0.087 -0.079
H -3.46755 -0.13339 -0.93327 -0.073 0.046 -0.271
H -4.55632 -1.75541 2.23324 -0.161 0.006 0.117
H -3.37841 -3.70357 3.20241 -0.032 -0.051 0.116
H -1.20427 -4.47629 2.28085 0.023 -0.156 0.169
B 3.87462 1.80188 -1.38038 0.077 0.024 0.020
O 2.40654 1.63092 -1.28725 0.155 -0.102 -0.198
C 1.98158 0.94532 -2.33672 -0.350 0.173 0.335
O 0.84396 0.63739 -2.55860 -0.002 -0.077 -0.035
C 3.19596 0.61215 -3.21349 0.461 -0.081 -0.255
O 3.17197 -0.00246 -4.24040 -0.068 -0.018 0.002
O 4.27176 1.12250 -2.63143 -0.291 0.031 0.124
O 4.24953 3.22914 -1.39627 0.052 -0.228 0.169
C 5.05405 3.48000 -0.37084 -0.093 0.410 -0.283
O 5.53601 4.54085 -0.09818 0.027 -0.018 0.044
C 5.25537 2.17043 0.40409 0.040 -0.453 0.229
O 5.92200 2.02983 1.38777 0.016 0.053 0.001
O 4.55809 1.22133 -0.20837 -0.026 0.263 -0.119
```
Forces are in eV/Å.

Its spin multiplicity is 1. The calculated total energy is -47174.6084 eV. As for the total charge: -1. Its HOMO-LUMO gap is 8.37 eV.

[4]
Molecular formula: C11H7CeNO5
Method: DFT, ωB97M-V with the def2-TZVPD basis set

The geometry in XYZ format:
```
25
Properties=species:S:1:pos:R:3:forces:R:3
O -0.06617 -0.80264 -5.70172 -0.216 0.318 4.383
C -0.11579 -0.72858 -4.55755 0.182 -0.327 -4.382
Ce -0.05014 -0.70647 -1.66429 1.211 0.412 8.105
O 1.91448 -3.33233 -2.08416 -4.404 5.851 -1.439
C 1.21834 -2.40450 -2.31383 7.883 -10.449 -0.771
C -1.39456 0.93591 -2.14296 -7.284 8.852 -2.095
O -2.10530 1.84153 -2.20308 2.963 -3.726 0.252
C -1.73017 -2.02311 -2.22813 -8.759 -7.242 -1.336
O -2.58547 -2.80023 -2.10018 4.248 3.839 -0.599
C 1.63190 0.57379 -2.36462 9.932 7.345 -0.083
O 2.56275 1.25510 -2.09848 -5.885 -4.302 -1.826
N 0.06160 -1.30394 0.77478 0.414 -1.144 -2.593
C 0.09235 -0.14014 1.59029 -1.639 0.959 -0.140
C -1.06305 0.18594 2.31711 0.574 0.055 0.666
C -1.02265 1.23811 3.25076 0.640 0.315 0.107
C 0.12257 2.07037 3.28243 0.919 -0.165 -0.604
C 1.15822 1.89669 2.30757 -0.684 0.304 0.559
C 1.06882 0.80601 1.42068 1.063 0.972 -0.245
H -0.76620 -1.84624 0.96496 -0.079 -0.680 0.515
H 0.88515 -1.93226 0.60563 -0.645 0.755 1.690
H -1.95220 -0.38582 2.12213 -0.341 -0.428 0.619
H -1.80876 1.39735 4.01728 0.346 -0.131 -0.955
H 0.23416 2.88731 4.02568 -0.233 -0.741 -0.583
H 2.02582 2.59156 2.26893 -0.883 -0.550 -0.045
H 1.68430 0.72656 0.51076 0.677 -0.094 0.801
```
Forces are in eV/Å.

Its spin multiplicity is 2. The calculated total energy is -36138.0086 eV. As for the total charge: +3. As for the expectation value of S²: 0.78. Its HOMO-LUMO gap (alpha / beta) is 3.01 / 3.32 eV. The energy above the lowest of the compared OMol25 structures with the same formula, charge and spin is 0.000 eV.

Q: Number 2 is which compound?
A: C11H6N2O4RhS